1 | DFT (ωB97M-V with the def2-TZVPD basis set) results for C3H4N2O in the gas phase.

```
! wB97M-V def2-TZVPD RIJCOSX def2/J DEFGRID3
* xyz 0 1
N 1.776 -0.073 -0.082
C 0.554 0.481 0.155
C -0.333 1.394 0.259
N -0.781 0.004 0.662
C -1.384 -0.812 -0.309
O -0.776 -1.319 -1.228
H 1.688 -1.031 -0.400
H 2.442 0.029 0.673
H -0.748 2.381 0.364
H -2.438 -1.053 -0.094
*
```

As for the gap between HOMO and LUMO: 9.5 eV. Its SMILES is NC1=CN1C=O. The highest occupied orbital energy comes out at -8.58 eV.


2 | DFT (ωB97M-V with the def2-TZVPD basis set) results for 2 unconnected molecules or ions with the total composition C3H4N2O.

```
! wB97M-V def2-TZVPD RIJCOSX def2/J DEFGRID3
* xyz 0 1
O 2.262 0.807 -0.220
C 1.355 -0.140 -0.015
N 1.101 -1.359 -0.087
C -1.799 -0.589 0.100
C -2.142 0.563 0.046
N 0.859 1.094 0.361
H 1.901 -1.885 -0.431
H -1.426 -1.590 0.151
H -2.459 1.582 0.014
H 0.338 1.487 -0.429
*
```

As for the gap between HOMO and LUMO: 11.5 eV. Its SMILES is [H]/N=C1/NO1.C#C. The highest occupied orbital energy comes out at -10.66 eV.


Ranked by calculated energy, most stable first: 1, 2.